*one*
This record from the Open Molecules 2025 dataset describes a 2-piece molecular cluster, C6H14NO overall. The level of theory is wB97M-V/def2-TZVPD.

```
! RIJCOSX wB97M-V def2-TZVPD def2/J DEFGRID3
* xyz -1 1
C -3.996 0.200 -0.450
C -2.472 0.309 -0.562
N -1.890 -0.323 0.563
C -0.484 -0.161 0.552
C 0.292 -0.911 -0.584
C 3.681 1.005 0.714
C 3.550 -0.429 0.516
O 3.342 -0.976 -0.527
H -4.244 -0.870 -0.396
H -4.515 0.683 -1.285
H -4.294 0.629 0.506
H -2.180 -0.149 -1.537
H -2.213 1.403 -0.627
H -0.105 -0.557 1.510
H -0.198 0.929 0.471
H 0.838 -0.243 -1.260
H 1.056 -1.567 -0.163
H -0.388 -1.498 -1.193
H 3.692 1.650 -0.153
H 4.050 1.319 1.675
H 2.569 0.579 0.855
H 3.910 -1.021 1.375
*
```

Kohn-Sham gap   0.1638 Eh
Molar mass   116.2 g/mol
E_LUMO   0.120 Eh
E_HOMO   -1.18 eV

=====

*two*
This record from the Open Molecules 2025 dataset describes an isolated ion of composition C6H14NO and charge -1. The level of theory is wB97M-V/def2-TZVPD.

```
! RIJCOSX wB97M-V def2-TZVPD def2/J DEFGRID3
* xyz -1 1
C -0.824 -1.858 -0.393
C -1.807 -2.612 0.436
C -0.256 -0.658 0.509
N 0.523 0.295 -0.241
C -0.337 1.023 -1.238
C 1.394 1.124 0.652
C 1.890 2.553 0.085
O 2.453 3.190 1.102
H -0.051 -2.560 -0.743
H -1.279 -1.347 -1.250
H -2.614 -2.021 0.908
H -2.432 -3.348 -0.058
H -1.255 -3.063 1.256
H 0.400 -1.160 1.232
H -1.181 -0.201 0.907
H -0.489 0.370 -2.072
H 0.294 1.821 -1.608
H -1.286 1.349 -0.750
H 2.321 0.572 0.833
H 0.913 1.167 1.645
H 1.080 3.130 -0.457
H 2.541 2.233 -0.758
*
```

Kohn-Sham gap   0.2065 Eh
Molar mass   116.2 g/mol
E_LUMO   0.125 Eh
E_HOMO   -2.22 eV

=====

*two* ends up most stable, edging out the next structure by 0.0625 hartree.